(1)
The following is a quantum chemistry calculation of a structure of composition C24H35N2O6RuS2Si, from the Open Molecules 2025 dataset.

For the LUMO energy (spin up / spin down), the calculation gives 4.4 / 4.4 eV. As for the expectation value of S²: 0.757. As for the highest occupied orbital energy (spin up / spin down): -0.0433 / -0.0433 Eh. As for the spin multiplicity: 2. As for the maximum force: 0.16 eV/A. Its total charge is -2.

Geometry as XYZ:
```
71
C24H35N2O6RuS2Si (wB97M-V/def2-TZVPD)
Ru 0.77 1.77 0.76
O -0.16 2.13 4.89
C 0.37 1.84 3.81
O 0.20 2.46 2.71
C 1.36 0.66 3.82
C 2.69 0.99 3.12
C 3.79 0.04 3.60
C 3.38 -1.28 2.89
C 2.14 -0.83 2.11
O 2.47 0.53 1.77
C 0.95 -0.65 3.07
C -0.36 -0.65 2.28
O -1.26 -1.43 2.63
O -0.41 0.07 1.22
H 1.53 0.43 4.87
H 2.94 2.05 3.08
H 3.81 -0.04 4.68
H 4.77 0.39 3.25
H 3.16 -2.09 3.58
H 4.16 -1.61 2.20
H 1.92 -1.37 1.19
H 0.88 -1.48 3.77
S 1.33 0.93 -1.34
C 2.49 2.09 -1.96
C 3.03 1.94 -3.25
C 3.95 2.83 -3.76
C 4.35 3.93 -3.00
C 3.82 4.09 -1.73
C 2.89 3.19 -1.19
S 2.27 3.45 0.43
H 2.70 1.09 -3.84
H 4.35 2.68 -4.76
H 5.07 4.64 -3.39
H 4.12 4.94 -1.12
C -3.13 1.70 1.83
Si -2.51 2.11 0.11
C -2.71 0.62 -1.03
C -3.71 3.42 -0.57
C -0.81 2.85 0.05
H -4.22 1.61 1.84
H -2.84 2.48 2.53
H -2.71 0.76 2.19
H -3.74 0.26 -1.06
H -2.07 -0.18 -0.65
H -2.39 0.87 -2.04
H -4.74 3.05 -0.58
H -3.44 3.72 -1.59
H -3.69 4.32 0.06
H -0.84 3.77 0.66
H -0.62 3.15 -0.99
C -3.21 -3.06 0.37
N -2.29 -3.22 -0.74
C -0.94 -2.73 -0.50
C -0.25 -2.37 -1.80
C -0.37 -3.54 -2.75
N -1.77 -3.90 -2.92
C -2.08 -4.75 -4.04
C -2.70 -3.82 -1.89
O -3.83 -4.28 -2.04
H -3.35 -2.00 0.59
H -2.80 -3.52 1.27
H -4.16 -3.52 0.11
H -0.36 -3.49 0.04
H -1.01 -1.86 0.15
H 0.79 -2.11 -1.62
H -0.72 -1.49 -2.23
H 0.21 -4.40 -2.39
H 0.02 -3.28 -3.74
H -1.73 -4.27 -4.97
H -3.15 -4.90 -4.09
H -1.59 -5.73 -3.96
```


(2)
The following is a quantum chemistry calculation of a structure of composition C24H35N4O6PdSi2, from the Open Molecules 2025 dataset.

For the LUMO energy (spin up / spin down), the calculation gives 1.6 / 1.6 eV. As for the highest occupied orbital energy (spin up / spin down): -0.1208 / -0.1203 Eh. As for the maximum force: 2.40 eV/A. Its total charge is -1.

Geometry as XYZ:
```
72
C24H35N4O6PdSi2 (wB97M-V/def2-TZVPD)
Pd -0.19 -0.31 -0.42
C 1.47 -1.97 3.79
Si 0.04 -1.73 2.56
C -1.60 -1.79 3.51
C 0.14 -3.15 1.31
N 0.23 -0.28 1.66
C 0.23 1.02 2.07
C 0.09 1.45 3.40
C 0.01 2.79 3.73
C 0.10 3.75 2.74
C 0.31 3.36 1.42
C 0.39 2.01 1.06
N 0.65 1.56 -0.22
Si 0.49 2.40 -1.71
C 1.91 3.61 -2.09
C -1.10 3.41 -1.92
C 0.56 1.07 -3.06
H 1.44 -2.97 4.24
H 1.42 -1.24 4.61
H 2.43 -1.85 3.29
H -1.69 -2.69 4.12
H -2.44 -1.76 2.81
H -1.69 -0.92 4.17
H -0.45 -4.02 1.61
H 1.18 -3.48 1.16
H -0.24 -2.81 0.34
H 0.02 0.69 4.18
H -0.13 3.09 4.76
H 0.01 4.80 2.99
H 0.43 4.11 0.64
H 1.90 4.47 -1.41
H 1.79 4.00 -3.10
H 2.90 3.14 -2.02
H -1.18 4.20 -1.17
H -1.95 2.74 -1.81
H -1.15 3.87 -2.91
H 1.53 0.56 -3.11
H 0.35 1.49 -4.04
H -0.20 0.31 -2.86
O 1.91 -1.52 -1.76
C 2.88 -1.30 -1.07
O 2.83 -1.33 0.25
C 4.25 -0.98 -1.66
N 5.23 -0.79 -0.58
C 6.01 -2.04 -0.51
C 6.13 -2.52 -1.95
C 4.77 -2.14 -2.56
H 4.13 -0.07 -2.23
H 3.69 -1.02 0.59
H 5.85 -0.02 -0.78
H 5.45 -2.77 0.09
H 6.97 -1.87 -0.03
H 6.35 -3.58 -2.03
H 6.92 -1.96 -2.46
H 4.07 -2.98 -2.53
H 4.86 -1.81 -3.59
O -2.17 -1.52 -0.45
C -2.78 -0.53 -0.90
O -2.21 0.44 -1.47
C -4.28 -0.42 -0.79
C -5.10 -1.55 -0.75
C -6.47 -1.41 -0.68
C -7.03 -0.14 -0.64
C -6.22 0.99 -0.66
C -4.85 0.85 -0.74
N -8.46 0.01 -0.56
O -9.15 -0.99 -0.53
O -8.93 1.13 -0.53
H -4.64 -2.53 -0.78
H -7.12 -2.27 -0.67
H -6.68 1.97 -0.62
H -4.20 1.71 -0.77
```


(3)
The following is a quantum chemistry calculation of an isolated molecule of C24H35N5O, from the Open Molecules 2025 dataset.

For the LUMO energy, the calculation gives 0.7 eV. As for the highest occupied orbital energy: -0.2954 Eh. The SMILES is CCc1nccn1CCC(=O)N1CCC[C@@H](N2CCN(c3ccccc3C)CC2)C1. As for the maximum force: 0.58 eV/A.

Geometry as XYZ:
```
65
C24H35N5O (wB97M-V/def2-TZVPD)
C -2.42 2.68 3.02
C -2.99 3.24 1.72
C -2.17 4.38 1.23
N -1.23 4.98 1.91
C -0.78 6.00 1.13
C -1.46 6.02 -0.04
N -2.36 4.98 0.02
C -3.22 4.58 -1.06
C -2.48 3.71 -2.10
C -2.06 2.39 -1.46
O -2.86 1.47 -1.43
N -0.85 2.30 -0.88
C 0.25 3.24 -0.91
C 1.41 2.63 -1.69
C 1.84 1.30 -1.06
C 0.65 0.35 -1.01
N 0.91 -0.92 -0.33
C -0.03 -1.95 -0.75
C 0.08 -3.16 0.17
N 1.42 -3.70 0.05
C 1.66 -5.01 0.50
C 0.85 -5.62 1.46
C 1.09 -6.92 1.87
C 2.13 -7.63 1.32
C 2.93 -7.05 0.35
C 2.70 -5.75 -0.08
C 3.54 -5.18 -1.18
C 2.38 -2.69 0.45
C 2.26 -1.46 -0.44
C -0.48 1.06 -0.24
H -2.37 3.46 3.77
H -3.05 1.86 3.38
H -1.42 2.30 2.86
H -3.03 2.45 0.96
H -4.01 3.59 1.89
H 0.00 6.65 1.47
H -1.40 6.66 -0.90
H -4.05 4.00 -0.65
H -3.61 5.47 -1.55
H -1.64 4.27 -2.53
H -3.18 3.47 -2.90
H -0.05 4.18 -1.36
H 0.55 3.45 0.12
H 2.25 3.33 -1.69
H 1.11 2.46 -2.72
H 2.65 0.87 -1.66
H 2.21 1.48 -0.05
H 0.31 0.17 -2.04
H -1.05 -1.56 -0.69
H 0.16 -2.27 -1.79
H -0.63 -3.92 -0.13
H -0.14 -2.84 1.20
H 0.04 -5.06 1.90
H 0.45 -7.36 2.62
H 2.33 -8.65 1.64
H 3.73 -7.61 -0.10
H 4.46 -4.74 -0.79
H 3.82 -5.96 -1.88
H 2.99 -4.41 -1.71
H 3.39 -3.09 0.39
H 2.19 -2.38 1.50
H 2.98 -0.72 -0.10
H 2.50 -1.75 -1.48
H -1.37 0.43 -0.19
H -0.14 1.27 0.78
```


Computed energy relative to the best compared isomer or geometry (same formula, charge and spin), in the same sequence as the records: 0.0, 122.2, 0.0 kJ/mol.
Computed E_tot, in the same sequence as the records: -72857.68984, -62939.08401, -34955.18980 eV.